1.
C29H37FIrN3O | ωB97M-V with the def2-TZVPD basis set

```
72
Properties=species:S:1:pos:R:3:mulliken_spin:R:1
Ir -0.8321 -0.5446 -0.2460 0.346
C -0.1070 1.2210 -2.7258 -0.034
C 1.3511 1.4585 -2.3451 -0.003
C 1.5050 2.3838 -1.1336 0.010
C 2.1193 0.1528 -2.1981 -0.061
C 3.0662 -0.1348 -3.1777 0.006
C 3.8909 -1.2410 -3.0879 -0.004
C 3.7366 -2.1064 -2.0201 0.009
C 2.7869 -1.8737 -1.0315 -0.020
C 2.5813 -2.9345 0.0419 0.006
C 3.8447 -3.1396 0.8847 -0.001
C 2.1431 -4.2584 -0.5967 0.000
C 2.0058 -0.7154 -1.0990 0.019
N 1.0930 -0.4545 -0.0082 -0.163
C 1.6520 -0.3137 1.2818 0.068
C 2.9112 0.2576 1.4812 -0.033
C 3.4315 0.4312 2.7548 0.014
C 2.7222 0.0088 3.8709 -0.026
C 1.4675 -0.5603 3.7045 0.006
C 0.9581 -0.6787 2.4323 -0.012
F -0.2760 -1.2334 2.2887 -0.004
H -0.6379 2.1639 -2.8735 0.000
H -0.6392 0.6573 -1.9351 -0.006
H -0.1800 0.6191 -3.6328 0.000
H 1.7976 1.9823 -3.1917 0.000
H 0.9358 2.0171 -0.2855 -0.014
H 1.1561 3.3908 -1.3800 0.000
H 2.5531 2.4547 -0.8398 0.000
H 3.1761 0.5418 -4.0182 -0.001
H 4.6447 -1.4295 -3.8422 0.000
H 4.3638 -2.9887 -1.9529 0.000
H 1.7773 -2.6293 0.7113 -0.005
H 4.6465 -3.5835 0.2897 0.000
H 3.6356 -3.8092 1.7222 0.000
H 4.2077 -2.1919 1.2895 0.000
H 2.8898 -4.6280 -1.3024 0.000
H 1.2001 -4.1402 -1.1368 0.001
H 2.0035 -5.0174 0.1767 0.000
H 3.4762 0.5764 0.6126 -0.001
H 4.4045 0.8929 2.8746 0.000
H 3.1367 0.1172 4.8646 -0.001
H 0.8870 -0.9210 4.5437 0.000
C 0.3290 4.2798 2.3147 0.000
N -0.6009 3.4837 1.5136 0.003
C -1.4724 4.1703 0.5631 0.000
C -0.5950 2.1655 1.5979 0.004
O -1.3109 1.4152 0.9072 0.011
H -0.0592 5.2899 2.4080 0.000
H 1.3129 4.3256 1.8464 0.000
H 0.4336 3.8569 3.3123 0.000
H -1.9410 5.0217 1.0513 0.000
H -2.2355 3.4796 0.2210 0.000
H -0.9003 4.5234 -0.2976 0.000
H 0.0957 1.7666 2.3504 -0.003
C -3.7275 -0.8542 2.0621 -0.003
C -4.5574 -0.7982 0.8151 0.069
C -5.9359 -0.7564 0.8430 -0.041
C -6.6689 -0.6931 -0.3362 0.086
C -6.0332 -0.6826 -1.5735 -0.042
C -4.6591 -0.7250 -1.6599 0.088
C -3.9340 -0.7030 -2.9722 0.016
C -3.9087 -0.7754 -0.4535 0.036
N -2.5731 -0.8130 -0.5126 0.661
H -4.3515 -0.7644 2.9493 0.000
H -2.9860 -0.0540 2.0609 0.002
H -3.1763 -1.7979 2.1148 0.005
H -6.4474 -0.7775 1.7974 0.002
H -7.7500 -0.6442 -0.2921 0.003
H -6.6218 -0.6480 -2.4822 0.001
H -4.6337 -0.6534 -3.8034 0.001
H -3.3148 -1.5959 -3.0865 0.000
H -3.2632 0.1583 -3.0239 0.002
```

Calculated values
- Spin multiplicity: 2
- HOMO (spin up / spin down): -0.3834 / -0.3872 Ha
- Charge: +1
- Frontier orbital gap (spin up / spin down): 6.0 / 6.2 eV



2.
C29H37N3O3 | ωB97M-V with the def2-TZVPD basis set

```
72
Properties=species:S:1:pos:R:3:lowdin_charge:R:1
C 2.7566 -2.1676 -0.2237 -0.023
N 2.0481 -1.7155 0.9510 -0.024
C 2.7629 -1.4408 2.0928 -0.421
O 3.9503 -1.6867 2.2621 0.088
C 1.8255 -0.7792 3.0757 -0.158
C 2.2103 0.6793 3.3387 -0.068
C 2.3615 1.4653 2.0578 -0.221
C 3.5562 1.3922 1.3356 -0.043
C 3.6913 2.0543 0.1164 -0.073
C 2.6281 2.8116 -0.3889 -0.083
C 1.4458 2.9245 0.3520 -0.072
C 1.3291 2.2848 1.5896 -0.036
N 0.5237 -0.9404 2.4153 0.048
C -0.5572 -0.2816 2.8699 -0.007
C -1.7028 -0.0381 2.1183 -0.098
C -2.9511 0.0519 2.7227 0.014
C -4.2012 -0.0181 2.0241 -0.211
C -5.3975 -0.2870 2.7399 -0.001
C -6.5890 -0.5222 2.0692 -0.061
C -6.6323 -0.4516 0.6661 -0.059
C -5.4749 -0.1251 -0.0524 -0.070
C -4.2710 0.0993 0.6103 -0.018
C 0.6007 -1.6366 1.1061 -0.155
C -0.1142 -3.0485 0.9773 -0.525
C 0.4960 -4.0068 1.9973 -0.026
C 0.0526 -3.5578 -0.4502 -0.052
C -1.6134 -2.9534 1.2180 -0.053
H 3.7009 -1.6133 -0.3031 0.102
H 2.9990 -3.2396 -0.1546 0.097
H 2.1510 -1.9790 -1.1148 0.096
H 1.8390 -1.3627 4.0100 0.173
H 1.4693 1.1388 4.0018 0.125
H 3.1779 0.6438 3.8597 0.140
H 4.3849 0.8013 1.7342 0.118
H 4.6271 1.9642 -0.4376 0.107
H 2.7294 3.3182 -1.3506 0.104
H 0.6060 3.5115 -0.0273 0.103
H 0.4295 2.4076 2.1986 0.105
H -0.4993 0.0565 3.9124 0.165
H -1.6106 0.0617 1.0312 0.114
H -2.9954 0.0467 3.8171 0.146
H -5.3350 -0.3403 3.8312 0.129
H -7.4897 -0.7720 2.6334 0.112
H -7.5642 -0.6480 0.1357 0.109
H -5.5016 -0.0529 -1.1424 0.109
H -3.3677 0.3533 0.0494 0.110
H 0.1837 -0.9756 0.3211 0.164
H 0.3536 -3.6370 3.0198 0.091
H -0.0089 -4.9800 1.9231 0.098
H 1.5661 -4.1683 1.8185 0.090
H -0.2609 -2.7899 -1.1709 0.098
H 1.0747 -3.8694 -0.6792 0.066
H -0.5906 -4.4359 -0.6033 0.097
H -2.0803 -2.2317 0.5360 0.086
H -2.0685 -3.9364 1.0127 0.099
H -1.8540 -2.6932 2.2528 0.087
O -2.1425 3.6881 5.4142 -0.046
C -3.2912 3.2534 5.2777 -0.708
C -3.8307 3.5998 3.7923 -0.292
C -3.9721 5.1241 3.4768 -0.113
C -3.1971 5.3534 2.1608 -0.154
C -2.4558 4.0269 1.8659 -0.214
N -2.8748 3.1400 2.8992 -0.038
O -4.1502 2.6490 5.9373 -0.060
H -4.7964 3.0750 3.6736 0.117
H -5.0291 5.3867 3.4006 0.101
H -3.5072 5.6980 4.2842 0.109
H -3.8875 5.5735 1.3411 0.096
H -2.4935 6.1814 2.2784 0.100
H -2.7549 3.6210 0.8823 0.095
H -1.3620 4.1830 1.8498 0.096
H -2.3043 2.3377 3.1156 0.082
```

Calculated values
- Spin multiplicity: 1
- HOMO: -0.2240 Ha
- Charge: 0
- Frontier orbital gap: 3.8 eV
- ΔE to the lowest compared entry with this formula, charge and spin: 19.9 kJ/mol



3.
C29H37N5O3 | ωB97M-V with the def2-TZVPD basis set

```
74
Properties=species:S:1:pos:R:3:lowdin_charge:R:1
C -3.8717 -3.7187 1.3200 -0.052
O -2.6721 -2.9899 1.0293 -0.044
C -2.2891 -2.2713 2.1140 -0.516
N -1.0878 -1.5971 1.7710 0.140
N -0.5914 -0.9228 2.7362 0.129
C 0.6958 -0.5257 2.6234 -0.297
C 1.1134 0.2403 3.8532 -0.031
C 1.5181 -0.7602 1.5388 0.074
C 2.9600 -0.5236 1.5424 -0.397
O 3.4519 0.5051 2.0561 0.013
N 3.8175 -1.4641 0.9849 -0.146
C 5.2383 -1.2151 0.9791 -0.051
C 3.4381 -2.7702 0.4836 -0.050
O -2.8972 -2.2279 3.1665 0.102
H -4.1068 -4.2121 0.3791 0.092
H -3.6861 -4.4534 2.1176 0.101
H -4.6692 -3.0288 1.6250 0.099
H 2.1817 0.4498 3.8003 0.069
H 0.5399 1.1745 3.9431 0.076
H 0.9025 -0.3633 4.7480 0.089
H 1.0908 -1.2206 0.6519 0.075
H 5.4546 -0.4072 1.6745 0.083
H 5.7843 -2.1183 1.2677 0.086
H 5.5550 -0.9343 -0.0317 0.097
H 2.6034 -3.1991 1.0479 0.094
H 3.1833 -2.7587 -0.5854 0.080
H 4.2918 -3.4576 0.5598 0.085
C -2.7928 4.3165 4.2048 -0.054
C -2.4422 3.6097 2.9322 -0.268
C -1.1237 3.2673 2.6414 -0.005
C -0.7700 2.6057 1.4581 -0.175
C 0.6584 2.2888 1.1833 -0.037
C -1.7863 2.3205 0.5283 -0.119
N -1.4610 1.7271 -0.7176 0.014
C -0.5520 0.7160 -0.9503 -0.040
N -0.4659 0.6096 -2.3164 0.004
C 0.3498 -0.3370 -2.9258 -0.139
C 0.4438 -1.5576 -2.2531 -0.210
C -0.3506 -1.7455 -1.0487 -0.148
C 1.2565 -2.5521 -2.8251 -0.006
C 1.9527 -2.3021 -4.0127 -0.280
C 2.7526 -3.3975 -4.6472 -0.061
C 1.8851 -1.0394 -4.6076 -0.014
C 1.1014 -0.0168 -4.0602 -0.196
C 1.1330 1.3695 -4.6193 -0.049
C -1.3158 1.5402 -2.9331 -0.016
C -1.8774 2.2591 -1.9529 -0.031
C -3.1284 2.6265 0.8060 -0.197
C -4.2321 2.1984 -0.1077 -0.048
C -3.4356 3.2776 2.0047 -0.002
H -3.8793 4.3816 4.2981 0.074
H -2.3914 3.7825 5.0750 0.085
H -2.3845 5.3357 4.2125 0.086
H -0.3309 3.5259 3.3599 0.131
H 0.7447 1.5828 0.3369 0.057
H 1.2357 3.2001 0.9385 0.107
H 1.1429 1.8209 2.0492 0.049
H 0.1016 -2.4149 -0.3076 0.042
H -0.5626 -0.4043 -0.4882 0.064
H -1.3876 -2.0595 -1.2059 0.072
H 1.3135 -3.5356 -2.3543 0.121
H 3.3044 -2.9985 -5.5019 0.072
H 3.4641 -3.8268 -3.9315 0.079
H 2.1009 -4.2025 -5.0120 0.085
H 2.4455 -0.8339 -5.5237 0.113
H 1.9209 1.4052 -5.3854 0.081
H 0.1873 1.6643 -5.0956 0.067
H 1.3570 2.1239 -3.8501 0.095
H -1.4758 1.5524 -3.9970 0.117
H -2.5623 3.0927 -2.0214 0.117
H -5.1788 2.3299 0.4364 0.082
H -4.2948 2.7975 -1.0265 0.069
H -4.1411 1.1433 -0.4037 0.095
H -4.4779 3.5230 2.2207 0.116
```

Calculated values
- Spin multiplicity: 1
- HOMO: -0.2276 Ha
- Charge: 0
- Frontier orbital gap: 4.9 eV
- ΔE to the lowest compared entry with this formula, charge and spin: 0.0 kJ/mol



4.
C29H37N5OYb | ωB97M-V with the def2-TZVPD basis set

```
73
Properties=species:S:1:pos:R:3:mulliken_spin:R:1
Yb -0.1698 -1.1160 0.0161 0.016
N 0.1240 -2.3520 2.1932 -0.011
N 0.0180 -2.3947 -2.2964 -0.015
C 0.6564 1.8024 -0.3431 -0.003
C 1.7435 0.9411 -0.0263 -0.004
C 1.6340 0.5996 1.3509 -0.018
C 2.5548 -0.2575 2.1336 0.013
H 3.5139 -0.3882 1.6138 0.007
H 2.1045 -1.2498 2.2869 0.029
H 2.7473 0.1560 3.1355 0.001
C 0.4802 1.2398 1.8713 0.001
C 0.0657 1.2422 3.2917 0.003
H 0.5812 2.0273 3.8742 0.000
H 0.2886 0.2819 3.7749 -0.002
H -1.0113 1.4313 3.3842 0.000
C -0.1171 1.9873 0.8308 0.005
C -1.2892 2.8783 0.9953 -0.001
H -2.0834 2.3732 1.5627 0.000
H -1.7064 3.1818 0.0258 0.000
H -1.0374 3.8029 1.5439 0.000
C 2.8407 0.5432 -0.9412 -0.002
H 3.6690 1.2748 -0.9519 0.000
H 2.4771 0.4534 -1.9754 0.001
H 3.2672 -0.4268 -0.6468 0.001
C 0.4465 2.4723 -1.6520 0.000
H -0.6005 2.7800 -1.7821 0.000
H 0.6910 1.7893 -2.4765 0.000
H 1.0755 3.3721 -1.7772 0.000
C -0.6078 -2.5887 3.3156 0.017
H -0.4156 -2.0630 4.2707 0.001
C -1.6067 -3.5914 3.2829 0.017
H -2.1881 -3.8288 4.1984 0.003
C -1.8171 -4.2161 2.0495 -0.035
H -2.6976 -4.8780 1.9683 0.006
C -0.8338 -4.0746 1.0132 0.125
H -1.0661 -4.4747 0.0257 0.015
C 0.4761 -3.4538 1.3127 -0.007
C 2.0540 -3.6449 1.4023 0.824
H 2.0851 -2.5650 0.7408 0.008
C -0.3984 -1.2195 -2.6039 0.009
C 0.5290 -3.2026 -3.3562 -0.013
H 1.1149 -4.1866 -3.2025 0.004
C 0.1652 -2.4792 -4.4090 0.013
H 0.2313 -2.6809 -5.4942 0.000
N -0.4911 -1.2672 -3.9987 0.001
C -0.5924 -0.0135 -4.5236 0.001
C 0.4571 0.3684 -5.3438 -0.002
C 0.2715 1.5722 -6.0124 0.002
H 1.0066 1.8667 -6.7457 0.000
C -0.8606 2.3535 -5.7403 0.001
C -1.0915 3.5768 -6.5783 0.000
H -1.6399 4.3386 -6.0075 0.000
H -1.6832 3.3205 -7.4739 0.000
H -0.1273 3.9855 -6.9140 0.000
C -1.7995 2.0050 -4.7488 -0.004
H -2.6593 2.6345 -4.5524 0.000
C -1.6387 0.8166 -4.0405 0.003
C -2.5297 0.3980 -2.9155 -0.002
H -2.8460 -0.6474 -2.9847 0.000
H -3.4426 1.0054 -2.9283 0.000
H -2.0880 0.5436 -1.9126 0.001
C 1.7032 -0.4423 -5.4336 0.000
H 1.5540 -1.4878 -5.7069 0.000
H 2.2897 -0.4414 -4.5000 0.000
H 2.3297 -0.0278 -6.2158 0.000
N -3.5343 -0.8306 2.7384 0.001
C -3.3297 -0.5766 1.4197 -0.009
N -4.4755 -0.3406 0.7382 0.000
O -2.1859 -0.5288 0.8681 -0.002
H -4.4642 -0.9652 3.0970 0.001
H -2.7460 -1.0600 3.3461 0.001
H -4.4311 -0.1522 -0.2632 0.000
H -5.3691 -0.4997 1.1637 0.000
```

Calculated values
- Spin multiplicity: 2
- HOMO (spin up / spin down): -0.1197 / -0.1200 Ha
- Charge: -1
- Frontier orbital gap (spin up / spin down): 5.3 / 5.3 eV
- ΔE to the lowest compared entry with this formula, charge and spin: 66.4 kJ/mol